C4H6O2 | wB97M-V/def2-TZVPD

Geometry (Å):
C: -2.2618 0.3566 0.1946
C: -1.4623 -0.5931 -0.3473
C: -0.0829 -0.8931 0.2534
C: 1.1071 0.0114 -0.0247
O: 2.2229 -0.3615 -0.0258
O: 0.7305 1.3339 -0.0846
H: -2.2336 0.7712 1.2312
H: -3.0436 0.6333 -0.4715
H: -1.6949 -1.0478 -1.3285
H: 0.0441 -2.0336 0.0958
H: -0.1775 -0.6368 1.2934
H: -0.3224 1.2437 -0.3936

Properties
- Energy relative to the best compared isomer or geometry (same formula, charge and spin): 1.551 eV
- Gap between HOMO and LUMO: 10.9 eV
- DFT total energy: -8338.9102 eV
- HOMO energy: -10.14 eV
- Structure (SMILES): C=CCC(=O)O

Results of the Löwdin charge analysis, in e, for atoms 1 through 6: 0.00 -0.17 -0.12 -0.56 0.14 0.03